This record from the OMol25 dataset describes a molecular structure, C53H37FeIN4O4P2S2 in a non-equilibrium geometry. The level of theory is wB97M-V/def2-TZVPD.

The geometry in ORCA input format:
```
! RIJCOSX wB97M-V def2-TZVPD def2/J DEFGRID3
* xyz 1 2
I 0.38813 -1.47331 -6.51001
Fe 0.20491 0.46967 0.14994
S 2.57074 -3.22082 -3.11924
S -0.89031 1.48651 2.12495
P -0.87012 2.33085 -0.87817
P 0.77983 -1.15024 1.77625
O -3.49428 -0.92731 -0.59808
O -0.37611 2.40355 3.13516
O -1.49404 -0.31220 0.12443
O 1.57666 1.55232 0.52206
N 1.63210 -2.09498 -1.00192
N 2.43061 0.96702 -0.28445
N 4.39075 3.49941 0.99053
N 5.36625 0.42383 -1.94219
C -1.24483 -4.48064 -1.07881
C 4.57774 0.87419 -1.24144
C 1.40824 3.74663 -1.38766
C 0.01023 4.75578 0.29635
C 0.29613 -4.86322 -2.91036
C 0.44381 -5.26007 1.03909
C -0.35240 -0.57084 -2.34688
C 4.07202 2.59173 0.36654
C 0.22281 3.76019 -0.64879
C 0.23473 -0.71898 -3.58526
C -0.88015 -2.21383 3.78336
C 0.77945 -3.09513 -1.28573
C -2.41987 -1.46298 -3.19688
C 0.02555 -3.82941 1.02218
C -0.51345 -1.25564 -4.62248
C -1.40656 0.02728 3.09514
C -3.44062 2.74427 2.28086
C -1.83500 -1.63241 -4.43557
C 3.48956 -1.34047 4.86987
C -2.31750 -0.72411 -0.79941
C -1.37244 3.29327 -4.85528
C 2.75359 -4.67233 1.33163
C 3.63558 1.46567 -0.37745
C -2.38978 2.32280 1.48509
C -4.45527 3.82687 0.39210
C -4.48136 3.47688 1.73067
C 1.73569 -5.63633 1.17015
C -3.18226 1.86828 -4.20471
C -0.65411 -1.13436 2.92876
C 2.41624 -3.33559 1.48526
C -2.53196 2.61048 -5.17866
C 4.05488 -0.07503 4.87811
C -0.85603 3.23276 -3.57205
C -2.67612 1.80434 -2.92063
C 2.34977 4.73951 -1.21006
C 1.09481 -3.83434 -2.43387
C -2.33573 2.70778 0.14446
C 3.59726 0.88095 3.98892
C 2.13202 5.73541 -0.27029
C 2.61335 -2.04453 -1.85326
C -0.40664 -3.42102 -0.45672
C -1.67993 -0.92907 -2.14773
C 0.96559 5.74185 0.47623
C -3.37743 3.46276 -0.39389
C 2.06733 -0.71873 3.02821
C 2.59676 0.56594 3.08409
C -2.32797 0.11655 4.12133
C -0.88850 -5.14692 -2.20450
C -1.83420 -2.13500 4.78253
C -2.54970 -0.96330 4.96007
C 2.50473 -1.66600 3.95675
C -1.50481 2.48977 -2.58839
C 1.10237 -2.90517 1.49410
H -2.17167 -4.71123 -0.57660
H -3.20966 1.24992 -2.16130
H -0.88212 4.75158 0.90433
H 2.00706 -6.68078 1.15453
H -1.53327 -5.92100 -2.58638
H 1.26646 -0.43633 -3.73077
H 3.78641 -4.98099 1.37965
H -3.45406 2.54384 3.33760
H -5.30543 3.78587 2.35469
H 4.01930 1.87355 3.97774
H 0.79981 6.51188 1.21334
H 1.59762 2.93210 -2.07886
H 3.26455 4.72882 -1.78410
H -1.01311 -2.52219 -0.30439
H 2.88898 6.48463 -0.09995
H -1.99432 -2.97707 5.43949
H -2.93360 2.67018 -6.17871
H 3.82394 -2.09173 5.56846
H 3.20703 -2.61681 1.65133
H 4.84145 0.16150 5.57748
H -0.89242 -3.72126 1.61224
H -2.85415 1.03575 4.30008
H -2.40073 -2.05485 -5.25106
H 0.56154 -5.41581 -3.79497
H 0.03157 3.80100 -3.34203
H 0.22975 -0.19109 -1.48493
H 3.40892 -1.32938 -1.80262
H -4.09637 1.34635 -4.43994
H -0.27848 -3.10834 3.69232
H -0.33970 -5.99063 0.89861
H -3.34110 3.77346 -1.42848
H -3.25639 -0.87385 5.77017
H -0.86730 3.88717 -5.60090
H -5.25556 4.40987 -0.03745
H 2.22363 1.34170 2.43171
H 2.08908 -2.66303 3.96483
H -3.44844 -1.73359 -3.01948
*
```

The LUMO energy (alpha / beta) is -5.514 / -5.315 eV. Its HOMO-LUMO gap (alpha / beta) is 0.17502 / 0.19478 Ha. Its expectation value of S² is 0.79.

---

This record from the OMol25 dataset describes C7H6F3NO2 in the gas phase in a non-equilibrium geometry. The level of theory is wB97M-V/def2-TZVPD.

The geometry in ORCA input format:
```
! RIJCOSX wB97M-V def2-TZVPD def2/J DEFGRID3
* xyz 0 1
F -1.20347 2.46178 -0.22684
F -0.72829 -1.98926 0.80238
F -1.65912 1.10507 -2.79422
O 2.45956 0.34509 0.07408
O 1.76832 1.72788 1.63159
N 1.61526 0.84048 0.81219
C 0.33237 -1.42843 -1.26404
C 0.33630 -1.31203 0.25433
C -0.75700 1.32551 -0.63429
C -0.90790 0.68923 -1.78056
C -0.68262 0.42796 2.00811
C 0.37046 0.11351 0.85657
C -0.34002 -0.65141 -2.09293
H -1.62197 0.35693 1.37534
H 1.21959 -1.87711 0.70146
H -0.15209 -0.84321 -3.12922
H -0.31558 1.46001 2.25693
H -0.38402 -0.35884 2.72618
H 0.65022 -2.39315 -1.57707
*
```

The LUMO energy is -1.188 eV. Its HOMO-LUMO gap is 0.30815 Ha.

---

This record from the OMol25 dataset describes a molecular structure, C15H17N4O3PtS2. The level of theory is wB97M-V/def2-TZVPD.

The geometry in ORCA input format:
```
! RIJCOSX wB97M-V def2-TZVPD def2/J DEFGRID3
* xyz 1 1
Pt 0.14245 -0.01105 -0.26053
S -0.29858 2.65285 -0.68210
S 2.08110 -1.17567 0.05022
O 0.53893 2.88819 0.46885
O -0.92378 3.76721 -1.31064
O -1.28780 1.51245 -0.45992
N -2.39644 -1.07287 0.37539
N -0.13683 -0.35493 1.70878
N 3.31957 -0.82486 2.38440
N 1.09785 -0.32495 2.37869
C 2.18406 -0.74808 1.70538
C -4.86156 -0.67691 1.56043
C -3.69554 -0.48088 2.28694
C -4.77559 -1.07939 0.24557
C -2.49006 -0.68649 1.64999
C -3.51457 -1.26485 -0.31015
C 2.92525 1.37407 -2.78117
C 2.09071 2.16338 -2.03457
C 3.50023 -0.69457 -4.12255
C -1.20124 -0.54375 2.39132
C 1.23071 -0.26910 -3.11975
C 0.77221 1.74521 -1.81655
C 0.32399 0.52402 -2.36690
C 2.52248 0.13116 -3.32269
C -1.22499 -0.64555 3.88797
H 3.38513 -0.63565 3.37059
H 1.14044 0.03789 3.31433
H 0.87567 -1.19836 -3.55161
H -1.52155 0.31799 4.31247
H -3.40354 -1.57097 -1.34319
H 2.43692 3.09389 -1.60214
H 3.94289 1.70773 -2.95951
H 3.79533 -0.16672 -5.03108
H 4.16743 -1.03711 1.88574
H 4.40912 -0.88643 -3.54934
H -5.82626 -0.51689 2.02542
H -0.27704 -0.94130 4.32703
H -0.74108 0.33455 -2.45810
H -5.66616 -1.24599 -0.34588
H -1.96586 -1.38301 4.19043
H 3.06968 -1.65154 -4.41205
H -3.74367 -0.16266 3.32052
*
```

The LUMO energy is -3.685 eV. Its HOMO-LUMO gap is 0.29939 Ha.

---

This record from the OMol25 dataset describes 2 unconnected molecules or ions with the total composition C5H16N2O in a non-equilibrium geometry. The level of theory is wB97M-V/def2-TZVPD.

The geometry in ORCA input format:
```
! RIJCOSX wB97M-V def2-TZVPD def2/J DEFGRID3
* xyz 1 2
O 1.32421 3.69923 0.57292
N 0.33378 -0.62134 -0.46049
N 1.24588 0.05371 -2.67934
C 0.40874 -0.92932 -1.95174
C -0.70654 -0.45388 1.65115
C -1.01136 -2.49772 0.38207
C -0.89460 -0.92754 0.27378
C -1.08506 1.00561 2.04543
H -0.42287 1.74144 1.51841
H -0.01506 -2.89678 0.68963
H 0.35587 -0.45619 1.90038
H 1.18106 -1.12276 -0.02962
H 1.44692 4.21310 -0.15442
H -0.63967 -1.06730 -2.24023
H 0.79971 -1.99709 -2.17210
H -2.09542 1.24515 1.86798
H -1.35509 -2.99856 -0.45576
H 2.20802 -0.13881 -2.62940
H -0.97152 1.13989 3.16522
H 1.21481 2.83908 0.42833
H 1.06231 0.99046 -2.46098
H -1.19962 -1.07537 2.45214
H -1.69128 -2.64980 1.24073
H -1.79648 -0.56983 -0.12898
*
```

The LUMO energy (alpha / beta) is -3.183 / -8.139 eV. Its HOMO-LUMO gap (alpha / beta) is 0.41826 / 0.23613 Ha. Its expectation value of S² is 0.76.

---

This record from the OMol25 dataset describes a molecular structure, C47H40BrF4OP3S3Y in a non-equilibrium geometry. The level of theory is wB97M-V/def2-TZVPD.

The geometry in ORCA input format:
```
! RIJCOSX wB97M-V def2-TZVPD def2/J DEFGRID3
* xyz 1 1
Y -0.06831 0.89225 -0.72806
Br 2.45025 1.84635 -2.78302
S -0.85038 3.17812 -1.95269
S -0.66164 5.69281 -0.37681
S -0.09938 3.12377 0.90534
P 2.68358 1.12046 0.54769
P -2.53768 -0.46325 1.08148
P -2.64637 -0.07975 -1.69360
F 5.16127 2.49768 -3.85162
F 5.57147 0.93979 1.31123
F 7.56852 2.43111 -2.63801
F 7.76284 1.64496 -0.05087
O 1.30421 -1.09209 -1.84730
C -0.55311 4.05390 -0.48495
C -3.59065 -1.71655 5.42004
C -2.08944 1.06928 -6.15404
C 5.24533 2.13495 -2.57921
C -3.55255 0.48765 -4.33421
C -0.23582 -1.84691 0.63487
C 3.45875 2.39211 3.02490
C 3.03827 -0.54106 1.13847
C 3.57737 4.79296 3.16429
C -3.47866 -1.69820 -1.92468
C 6.48503 2.09955 -1.96525
C -1.18757 0.58738 -3.98979
C -0.06876 0.13789 2.26355
C -2.44785 -2.07610 3.33806
C -3.05073 -2.53388 -2.95744
C 4.10798 1.78691 -1.86920
C -2.97468 1.33552 1.02467
C 0.81533 -2.16479 -2.67253
C -3.98420 1.13813 -1.26759
C -4.51783 -2.12804 -1.10148
C 3.72038 -3.53784 1.82637
C -4.66216 -4.19700 -2.31851
C 3.25564 4.89690 1.81855
C -2.45982 0.37112 -3.47652
C 6.58144 1.69763 -0.64121
C 1.22420 0.13139 2.69222
C -3.63426 -3.77728 -3.14837
C 3.11146 2.49577 1.68605
C -3.00278 -0.90635 2.81048
C 4.17051 1.40280 -0.53497
C 2.58550 -3.38648 2.54611
C 5.43585 1.35137 0.04998
C -4.27762 1.38239 0.21795
C 3.83703 -1.41525 0.42582
C 3.69239 3.54545 3.75891
C 4.14496 -2.73534 0.73794
C -4.18423 -0.58255 4.89053
C 3.02592 3.75046 1.07983
C 0.80877 -2.60532 1.02442
C -0.70856 -0.61186 1.22896
C -2.73226 -2.47317 4.63330
C -3.90040 -0.18273 3.59078
C 2.23562 -0.90760 2.33258
C -3.36777 0.84035 -5.66071
C -5.10994 -3.36556 -1.30290
C -0.99394 0.93859 -5.31736
C 1.57664 -2.33071 2.27643
H -4.88499 0.83467 -1.80224
H 1.06055 -3.13191 -2.23290
H -4.75006 2.36068 0.31820
H -2.22414 1.92338 0.48342
H 2.76778 3.83066 0.02965
H -0.26675 -2.06746 -2.72816
H -1.95063 1.34999 -7.18942
H 4.33925 -4.40408 2.03154
H 4.34778 -1.01013 -0.44298
H -4.55282 0.29461 -3.96771
H 1.46492 0.80531 3.50249
H -4.22584 0.93702 -6.31310
H -3.29197 -4.41178 -3.95568
H 1.23300 -2.09501 -3.67716
H 1.07198 -3.49203 0.45850
H -4.98223 0.63889 0.60336
H 3.74216 5.68765 3.74955
H -4.39819 0.69427 3.19737
H -0.32035 0.48959 -3.34093
H -5.92339 -3.68022 -0.66225
H 0.85583 -2.32133 3.10024
H -1.79057 -2.67713 2.71886
H -0.84981 -2.21249 -0.18871
H -5.12119 -5.16530 -2.46883
H 2.22765 -1.26953 -1.65353
H -4.87959 -1.49453 -0.30531
H -4.87469 -0.00359 5.49005
H 3.96260 3.46569 4.80375
H 3.57242 1.42397 3.49666
H -3.06139 1.76883 2.01794
H -3.80298 -2.01455 6.43823
H 2.96992 -0.95075 3.15992
H -2.27225 -2.20316 -3.63420
H 0.00531 1.11624 -5.69477
H -3.62150 2.06778 -1.71193
H -0.69983 0.90133 2.70902
H 2.37391 -4.10564 3.32895
H -2.29211 -3.37885 5.03168
H 3.14964 5.86492 1.34835
H 4.88532 -3.19817 0.09323
*
```

The LUMO energy is -5.576 eV. Its HOMO-LUMO gap is 0.13282 Ha.

---

This record from the OMol25 dataset describes 2 unconnected molecules or ions with the total composition H5N2PS2 in a non-equilibrium geometry. The level of theory is wB97M-V/def2-TZVPD.

The geometry in ORCA input format:
```
! RIJCOSX wB97M-V def2-TZVPD def2/J DEFGRID3
* xyz 0 1
S 0.27712 2.48518 0.46940
S -0.52493 0.83752 -2.56995
P 0.42249 1.14368 -0.91331
N 1.72947 0.15177 -0.70639
N -1.24279 -0.92436 1.11428
H 1.85728 -0.64743 -1.30967
H 2.17514 0.12780 0.19900
H -1.29422 -1.93013 0.99562
H -2.03567 -0.52408 0.62224
H -1.36389 -0.71995 2.09880
*
```

The LUMO energy is -0.075 eV. Its HOMO-LUMO gap is 0.33616 Ha.